Record 1
Molecular formula: C36H36Cl5CuF5NP2
Method: DFT, ωB97M-V with the def2-TZVPD basis set

Geometry as XYZ:
```
86
Properties=species:S:1:pos:R:3:forces:R:3
Cu 0.454 -0.468 0.708 0.2 0.4 -0.7
C -2.577 -4.314 -1.148 0.0 0.0 -0.1
C -1.258 -3.544 -1.064 0.0 0.0 0.0
C -0.184 -4.389 -0.363 -0.1 0.1 0.0
P -1.248 -1.755 -0.549 -0.1 -0.1 0.1
C -2.112 -0.962 -2.003 0.0 0.0 0.0
C -1.422 0.331 -2.425 0.0 0.0 0.0
C -3.607 -0.734 -1.801 0.0 0.0 0.0
C -2.379 -1.428 0.870 0.0 -0.1 0.0
C -3.291 -2.295 1.459 0.0 0.0 0.0
C -3.952 -1.963 2.635 0.0 0.0 0.0
C -3.686 -0.747 3.246 0.0 0.0 0.0
C -2.788 0.138 2.673 0.0 0.0 0.0
C -2.146 -0.173 1.472 0.0 0.1 0.0
N -1.162 0.632 0.883 -0.3 -0.1 0.1
C -1.217 1.990 0.829 0.1 0.0 0.0
C -2.409 2.711 1.086 0.0 0.0 0.0
C -2.453 4.085 1.028 0.0 0.0 0.0
C -1.321 4.825 0.699 0.0 0.0 0.0
C -0.169 4.137 0.369 0.0 0.0 0.0
C -0.084 2.743 0.398 0.0 0.0 0.0
P 1.334 1.808 -0.277 -0.1 -0.1 0.3
C 1.450 2.406 -2.043 0.0 -0.1 0.0
C 1.933 3.836 -2.280 0.0 0.0 0.0
C 2.314 1.444 -2.858 0.0 0.0 0.0
C 2.941 2.402 0.472 0.0 0.0 0.0
C 3.007 3.838 0.988 0.0 0.0 0.0
C 3.412 1.459 1.579 0.0 -0.1 0.0
H -2.425 -5.200 -1.771 0.0 0.0 0.0
H -3.385 -3.734 -1.595 0.0 0.0 0.0
H -2.897 -4.671 -0.171 0.0 0.0 0.0
H -0.912 -3.399 -2.091 0.1 0.1 0.1
H -0.631 -5.037 0.394 0.0 0.0 0.1
H 0.571 -3.781 0.125 0.0 0.0 -0.1
H 0.327 -5.016 -1.094 -0.1 -0.1 0.0
H -1.960 -1.687 -2.810 0.0 0.0 0.0
H -1.560 1.113 -1.678 0.0 0.0 0.0
H -1.835 0.686 -3.374 0.0 0.0 0.0
H -0.357 0.157 -2.561 0.1 0.0 0.0
H -3.781 0.025 -1.035 0.0 0.0 0.0
H -4.134 -1.636 -1.489 0.0 0.0 0.0
H -4.058 -0.380 -2.732 0.0 0.0 0.0
H -3.496 -3.252 1.007 0.0 0.0 0.0
H -4.653 -2.660 3.077 0.0 0.0 0.0
H -4.164 -0.491 4.184 0.0 0.0 0.0
H -2.550 1.068 3.172 0.0 0.0 0.0
H -3.312 2.167 1.325 0.0 0.0 0.0
H -3.390 4.587 1.242 0.0 0.0 0.0
H -1.344 5.907 0.678 0.0 0.0 0.0
H 0.700 4.708 0.081 0.0 0.0 0.0
H 0.417 2.333 -2.392 0.0 0.0 0.0
H 2.961 3.969 -1.936 0.0 0.0 0.0
H 1.302 4.585 -1.807 0.0 0.0 0.0
H 1.928 4.034 -3.355 0.0 0.0 0.0
H 3.353 1.458 -2.515 0.0 0.0 0.0
H 2.316 1.739 -3.911 0.0 0.0 0.0
H 1.955 0.421 -2.792 -0.1 -0.1 0.0
H 3.639 2.294 -0.368 0.0 0.0 0.0
H 2.322 3.974 1.826 0.0 0.0 0.0
H 2.775 4.584 0.232 0.0 0.0 0.0
H 4.019 4.041 1.352 0.0 0.0 0.0
H 2.722 1.474 2.421 0.0 0.0 0.0
H 4.392 1.781 1.941 0.0 0.0 0.0
H 3.501 0.434 1.226 0.0 0.0 0.0
Cl 0.212 -2.744 -4.804 0.0 0.0 0.0
C 1.595 -2.277 -3.790 0.0 0.1 0.0
C 1.428 -2.268 -2.425 0.0 0.0 0.0
C 2.537 -1.884 -1.735 0.0 0.1 0.1
Cl 2.446 -1.810 0.071 0.0 -0.1 0.1
C 3.756 -1.501 -2.285 0.0 0.0 -0.1
Cl 5.095 -0.967 -1.322 0.0 0.0 0.0
C 3.865 -1.516 -3.675 0.0 0.0 0.0
Cl 5.339 -1.030 -4.436 0.0 0.0 0.0
C 2.768 -1.913 -4.444 0.0 0.0 0.0
Cl 2.900 -1.917 -6.172 0.0 0.0 0.0
F 0.279 -3.203 2.366 0.0 0.0 0.0
C 0.294 -2.134 3.194 0.0 0.0 0.0
C 0.516 -0.871 2.688 0.1 0.0 0.2
C 0.477 0.134 3.632 0.0 0.0 0.0
F 0.631 1.427 3.257 0.0 0.1 0.0
C 0.247 -0.072 4.981 0.0 0.0 0.0
F 0.220 0.951 5.855 0.0 0.0 0.0
C 0.022 -1.359 5.433 0.0 0.0 0.1
F -0.218 -1.589 6.735 0.0 0.0 -0.1
C 0.043 -2.404 4.529 0.0 0.0 0.1
F -0.185 -3.657 4.962 0.0 0.1 0.0
```
Positions in Å, forces in eV/Å.

- Highest occupied orbital energy (spin up / spin down): -0.1721 / -0.1678 Eh
- Frontier orbital gap (spin up / spin down): 7.127 / 6.072 eV
- Lowest unoccupied orbital energy (spin up / spin down): 2.45 / 1.50 eV
- Largest force on an atom: 0.82 eV/Å
- Net charge: -1
- E_tot: -6571.66443 Eh
- Multiplicity: 2

Record 2
Molecular formula: C36H36N4NiO5PS3
Method: DFT, ωB97M-V with the def2-TZVPD basis set

Geometry as XYZ:
```
86
Properties=species:S:1:pos:R:3:forces:R:3
Ni -0.061 0.049 -1.165 0.0 -0.3 0.0
O 3.735 0.509 2.758 -0.1 0.0 -0.1
C 2.581 0.476 3.446 0.1 0.0 -0.1
C 2.640 0.712 4.822 0.0 0.0 0.0
C 1.491 0.700 5.589 0.0 0.0 0.0
C 0.252 0.451 5.001 0.1 0.0 0.0
C 0.192 0.219 3.638 0.0 0.0 0.0
C 1.335 0.224 2.841 0.0 0.0 0.0
C 1.163 0.017 1.370 0.0 0.0 0.2
O -0.009 -0.104 0.915 -0.1 -0.1 0.0
N 2.280 0.013 0.658 -0.1 0.0 -0.2
N 2.020 -0.088 -0.704 0.1 0.1 0.1
C 3.060 -0.173 -1.433 0.0 -0.1 0.0
S 3.006 -0.251 -3.191 -0.1 0.0 0.0
C 4.710 -0.832 -3.320 0.1 0.0 0.0
C 5.538 -0.093 -2.290 0.1 0.0 0.0
S 4.673 -0.229 -0.708 0.0 0.0 0.0
H 3.499 0.339 1.801 0.0 0.1 0.1
H 3.611 0.905 5.263 0.0 0.0 0.0
H 1.559 0.885 6.655 0.0 0.0 0.0
H -0.650 0.444 5.598 0.0 0.0 0.0
H -0.752 0.032 3.141 0.0 0.0 0.0
H 5.039 -0.628 -4.340 0.0 0.0 0.0
H 4.744 -1.908 -3.140 0.0 0.0 0.0
H 5.639 0.959 -2.561 0.0 0.0 0.0
H 6.530 -0.529 -2.167 0.0 0.0 0.0
O 0.428 1.987 -4.834 0.0 0.0 0.0
C 0.237 1.718 -3.653 0.2 -0.3 0.1
O 0.360 0.564 -3.105 -0.2 0.2 -0.1
C -0.159 2.891 -2.729 0.0 0.1 0.1
P -0.081 2.413 -0.970 -0.1 0.3 0.0
C 1.499 3.069 -0.354 0.0 0.0 -0.1
C 2.610 3.140 -1.191 0.0 0.0 0.0
C 3.853 3.482 -0.675 0.0 0.0 0.0
C 3.998 3.749 0.679 0.0 0.0 0.0
C 2.893 3.682 1.518 0.0 0.0 0.0
C 1.651 3.345 1.004 0.0 0.0 0.0
C -1.293 3.488 -0.123 0.0 0.0 0.0
C -1.150 4.877 -0.121 0.0 0.0 0.0
C -2.093 5.680 0.500 0.0 0.0 0.0
C -3.188 5.101 1.135 0.0 0.0 0.0
C -3.333 3.722 1.145 0.0 0.0 0.0
C -2.388 2.916 0.518 0.0 -0.1 0.0
H -1.187 3.175 -2.964 0.0 0.0 0.0
H 0.472 3.749 -2.958 0.0 0.1 0.0
H 2.517 2.896 -2.244 0.0 0.0 0.0
H 4.715 3.520 -1.332 0.0 0.0 0.0
H 4.973 3.987 1.084 0.0 0.0 0.0
H 3.004 3.861 2.580 0.0 0.0 0.0
H 0.797 3.270 1.670 0.0 0.0 0.0
H -0.287 5.328 -0.598 0.0 0.0 0.0
H -1.973 6.756 0.495 0.0 0.0 0.0
H -3.922 5.728 1.626 0.0 0.0 0.0
H -4.180 3.267 1.643 0.0 0.0 0.0
H -2.499 1.836 0.524 0.0 0.0 0.0
C -5.300 -0.342 0.436 0.0 0.0 0.0
C -5.179 -1.066 -0.901 0.0 0.0 0.0
N -4.164 -2.111 -0.915 0.0 0.0 0.1
C -4.591 -3.475 -0.606 0.0 0.1 0.0
C -4.378 -3.875 0.848 0.0 0.0 0.0
C -2.846 -1.835 -1.118 0.1 -0.1 0.1
S -2.429 -0.207 -1.479 0.0 0.0 0.0
N -2.060 -2.915 -1.011 0.0 0.1 0.0
C -0.734 -2.907 -1.197 -0.1 0.0 0.0
O 0.036 -1.966 -1.431 0.1 0.1 -0.1
C -0.083 -4.266 -1.087 -0.1 0.0 0.0
C 1.306 -4.339 -1.114 0.1 0.0 0.0
C 1.945 -5.563 -0.990 0.0 0.0 0.0
C 1.199 -6.726 -0.842 0.0 0.0 0.0
C -0.188 -6.658 -0.814 0.0 0.0 0.0
C -0.825 -5.430 -0.933 0.0 0.0 0.0
H -5.971 0.516 0.340 0.0 0.0 0.0
H -4.321 0.022 0.749 0.0 0.0 0.0
H -5.695 -0.996 1.216 0.0 0.0 0.0
H -4.951 -0.348 -1.686 0.0 0.0 0.0
H -6.125 -1.544 -1.158 0.0 0.0 0.0
H -4.046 -4.159 -1.252 0.0 0.0 0.0
H -5.649 -3.539 -0.866 0.0 0.0 0.0
H -3.317 -3.829 1.090 0.0 0.0 0.0
H -4.730 -4.896 1.013 0.0 0.0 0.0
H -4.921 -3.215 1.528 0.0 0.0 0.0
H 1.866 -3.420 -1.228 0.0 0.0 0.0
H 3.027 -5.610 -0.999 0.0 0.0 0.0
H 1.698 -7.683 -0.745 0.0 0.0 0.0
H -0.773 -7.561 -0.693 0.0 0.0 0.0
H -1.904 -5.356 -0.900 0.0 0.0 0.0
```
Positions in Å, forces in eV/Å.

- Highest occupied orbital energy (spin up / spin down): -0.1837 / -0.1895 Eh
- Frontier orbital gap (spin up / spin down): 7.337 / 7.497 eV
- Lowest unoccupied orbital energy (spin up / spin down): 2.34 / 2.34 eV
- Largest force on an atom: 0.39 eV/Å
- Net charge: -1
- E_tot: -5033.12420 Eh
- Multiplicity: 3
- Relative energy (zero: lowest compared OMol25 entry of this formula, charge and spin): 0.0 kcal/mol

Record 3
Molecular formula: C36H36NO6PS
Method: DFT, ωB97M-V with the def2-TZVPD basis set

Geometry as XYZ:
```
81
Properties=species:S:1:pos:R:3:forces:R:3
O -8.981 0.004 -1.082 0.0 0.0 0.0
C -8.032 -0.526 -1.619 0.0 0.0 0.0
C -8.092 -1.956 -2.044 0.0 0.0 0.0
C -9.265 -2.671 -1.838 -0.1 -0.1 0.0
C -9.350 -3.990 -2.248 0.0 0.0 0.0
C -8.265 -4.602 -2.866 0.0 0.0 0.0
C -7.090 -3.897 -3.065 0.0 -0.1 0.0
C -6.998 -2.573 -2.653 0.0 0.0 0.0
C -5.717 -1.838 -2.864 0.0 0.0 0.0
O -4.753 -2.391 -3.350 0.0 0.0 0.0
C -5.666 -0.405 -2.460 0.0 0.0 0.0
C -4.496 0.313 -2.673 0.0 0.1 0.0
C -4.431 1.650 -2.322 0.0 0.0 0.0
C -5.535 2.277 -1.756 0.0 0.0 0.0
C -6.701 1.566 -1.534 0.0 0.1 0.0
C -6.771 0.223 -1.881 0.0 0.0 0.0
H -10.101 -2.182 -1.359 0.0 0.1 0.0
H -10.265 -4.546 -2.088 0.0 0.0 0.0
H -8.337 -5.631 -3.192 0.0 0.0 0.0
H -6.237 -4.361 -3.539 0.0 0.0 0.0
H -3.644 -0.188 -3.111 0.0 0.0 0.0
H -3.516 2.204 -2.481 0.0 0.0 0.0
H -5.480 3.322 -1.481 0.0 0.0 0.0
H -7.565 2.040 -1.088 0.0 0.0 0.0
O 4.971 1.093 -0.576 0.0 0.0 0.0
C 6.024 0.635 -0.967 0.0 0.0 0.0
C 6.145 -0.804 -1.337 0.0 0.0 0.0
C 5.022 -1.618 -1.254 0.0 -0.1 0.0
C 5.106 -2.951 -1.617 0.0 0.0 0.0
C 6.312 -3.478 -2.065 0.0 0.0 0.0
C 7.437 -2.674 -2.140 0.0 -0.1 0.0
C 7.359 -1.336 -1.774 0.0 0.0 0.0
C 8.587 -0.493 -1.849 0.0 0.0 0.0
O 9.652 -0.965 -2.183 0.0 0.0 0.0
C 8.459 0.952 -1.501 -0.1 0.0 0.0
C 9.579 1.768 -1.595 0.0 0.1 0.0
C 9.478 3.116 -1.298 0.0 0.0 0.0
C 8.258 3.656 -0.906 0.0 0.0 0.0
C 7.140 2.845 -0.802 0.0 0.1 0.0
C 7.237 1.491 -1.097 0.0 0.0 0.0
H 4.089 -1.194 -0.908 0.0 0.1 0.0
H 4.230 -3.583 -1.553 0.0 0.0 0.0
H 6.374 -4.518 -2.355 0.0 0.0 0.0
H 8.383 -3.072 -2.482 0.0 0.0 0.0
H 10.521 1.336 -1.904 0.0 -0.1 0.0
H 10.351 3.751 -1.374 0.0 0.0 0.0
H 8.180 4.711 -0.680 0.0 0.0 0.0
H 6.186 3.251 -0.495 0.0 0.0 0.0
C 2.165 0.874 4.044 -0.1 -0.1 0.0
C 2.127 2.066 3.080 0.2 0.0 0.1
C 1.831 1.750 1.596 -0.1 0.2 0.0
C 1.148 0.431 1.299 -0.1 -0.1 0.1
O -0.122 0.370 1.948 0.0 0.0 0.0
P -0.720 -1.185 2.253 0.0 0.4 0.0
S -1.308 -3.331 2.569 0.0 -0.3 -0.1
C -2.441 -0.599 2.407 -0.3 -0.1 0.0
C -2.669 0.849 2.007 -0.3 0.3 -0.2
O -3.017 1.077 0.865 0.2 0.0 0.0
N -2.511 1.875 2.925 0.8 -0.7 0.0
C -2.066 1.560 4.276 -0.1 0.4 0.2
C -1.837 3.056 2.390 -0.7 0.5 0.0
H 1.158 0.597 4.366 0.1 0.0 -0.1
H 2.620 -0.013 3.594 0.0 0.1 0.0
H 2.744 1.113 4.940 -0.1 0.0 -0.1
H 3.101 2.564 3.127 -0.1 0.0 -0.1
H 1.407 2.799 3.459 0.0 -0.1 0.0
H 2.763 1.787 1.022 -0.1 -0.1 0.0
H 1.185 2.539 1.195 0.1 -0.1 0.0
H 0.988 0.331 0.218 0.1 0.0 0.1
H 1.772 -0.420 1.614 0.0 0.1 0.0
H -0.282 -1.639 1.003 0.0 -0.1 0.0
H 0.068 -1.288 3.403 0.1 -0.1 0.0
H -1.193 -3.429 3.899 0.0 0.1 0.1
H -2.775 -0.885 3.403 0.0 0.0 0.0
H -3.016 -1.206 1.703 0.1 0.0 0.1
H -2.489 0.625 4.632 0.1 0.1 0.0
H -0.970 1.547 4.350 -0.1 -0.2 -0.1
H -2.423 2.345 4.950 0.0 -0.1 -0.1
H -0.765 3.001 2.597 0.0 -0.1 -0.1
H -2.243 3.961 2.853 0.1 -0.1 0.0
H -2.021 3.119 1.318 0.1 -0.1 0.1
```
Positions in Å, forces in eV/Å.

- Highest occupied orbital energy: -0.3276 Eh
- Frontier orbital gap: 7.801 eV
- Lowest unoccupied orbital energy: -1.11 eV
- SMILES: O=C1c2ccccc2C(=O)c2ccccc21.O=C1c2ccccc2C(=O)c2ccccc21.CCCCO[PH2](S)CC(=O)N(C)C
- Largest force on an atom: 1.11 eV/Å
- E_tot: -2639.18781 Eh